46
Properties=species:S:1:pos:R:3:forces:R:3 method="wB97M-V/def2-TZVPD" spin_multiplicity=8 total_charge=-1 lumo_ev="2.364 / 2.359" de_lowest_kj_mol=194.15 e_tot_ha=-3173.55578 gap_ev="4.01 / 7.13"
C -1.2371 0.9781 -3.9204 0.3 -0.1 0.1
H 0.7958 4.0984 3.0237 0.1 0.1 0.1
C 1.4148 -1.2932 0.7135 -1.0 -0.2 -0.8
C -0.2100 0.4667 -3.1104 0.0 0.2 -0.4
C 3.2926 -2.3681 2.1497 -0.6 0.1 0.1
C -0.9491 1.3638 -5.2299 -0.1 0.0 0.0
Eu -1.6138 -0.2108 0.9279 -0.2 -0.7 -3.7
C 1.0915 0.4245 -3.6158 -0.3 0.1 -0.1
H -3.4898 -2.5733 0.3144 0.6 0.1 -0.1
C 3.9644 -1.2650 1.3660 -0.3 0.3 -0.4
C 0.3380 1.2960 -5.7160 0.0 0.0 0.1
O 0.0362 1.4040 1.3114 0.9 1.5 0.6
N -0.0828 1.7524 3.5255 -0.1 -0.1 0.4
H -1.8242 -2.5403 2.0119 -0.1 -0.3 -0.5
C 0.7071 3.5590 2.0870 -0.2 0.0 0.0
N -1.6541 -3.0439 1.1275 -0.4 -0.7 0.1
O -1.6384 0.2395 -1.1824 0.5 0.7 -3.9
H 2.3813 0.8273 -5.2659 0.1 0.0 -0.1
H 0.5491 1.6091 -6.7282 0.0 0.0 -0.1
N 0.2972 -1.1708 0.0883 2.3 -0.6 -0.3
O -3.3162 0.0583 4.3966 -0.5 0.1 0.8
S 1.5033 -1.9349 2.3276 0.7 -0.1 0.3
H 3.7145 -2.4566 3.1487 0.0 -0.1 0.1
O -1.3570 -0.6273 3.0665 -0.2 -0.5 3.6
H 4.9356 -1.5718 0.9833 0.1 0.0 0.0
H 3.3538 -3.3258 1.6317 0.1 0.0 0.0
O -2.6706 1.1666 2.2806 -1.6 1.6 2.2
H 1.6810 3.4921 1.6024 0.0 -0.1 0.0
H -1.9241 -4.0208 1.2875 0.0 0.5 0.0
H -2.5172 0.8437 -2.5458 0.2 -0.1 0.3
H 1.8709 0.0518 -2.9715 0.1 0.0 0.1
H -1.7644 1.7159 -5.8412 -0.1 0.1 -0.1
H -0.5592 0.8368 3.6130 0.3 0.1 0.0
S -2.7989 -0.0938 3.0790 -0.2 -0.3 0.5
C -0.4896 -0.0075 -1.7434 -0.4 -0.3 1.0
N 0.4886 -0.6597 -1.1805 0.7 0.0 -0.6
O -3.4972 -1.0448 2.1709 -1.0 -0.1 1.1
H -2.2804 -2.9263 -0.7820 0.1 0.3 0.4
H 0.0447 4.1040 1.4183 -0.1 0.0 0.0
C 0.1622 2.1668 2.2856 0.4 -0.5 -0.6
N -2.4883 -2.4510 0.1001 -0.5 -1.2 0.0
O -2.5059 1.0980 -3.4948 -0.2 0.1 -0.2
H -0.1165 2.3899 4.3034 0.0 0.0 -0.2
C 1.3676 0.8480 -4.8974 0.2 0.0 -0.1
H 4.0862 -0.3611 1.9636 0.0 -0.1 0.1
S 2.9086 -0.8436 -0.0799 0.7 -0.1 0.2